Run w
This record from OMol25 describes a 2-piece molecular cluster, C3H13N2 overall. The level of theory is ωB97M-V/def2-TZVPD.

```
18
Properties=species:S:1:pos:R:3:mulliken_charge:R:1
C 2.4442 0.7914 0.7744 -0.75
N 1.6719 -0.4187 0.2142 -0.26
H 1.6587 1.3035 1.3243 0.32
H 3.3143 0.4069 1.2901 0.36
H 2.7003 1.3873 -0.0961 0.33
H 0.7480 -0.1742 -0.2786 0.29
H 1.6012 -1.1553 0.9175 0.40
H 2.2434 -0.8444 -0.5198 0.40
C -2.0708 -0.1194 0.6924 -1.04
C -1.7540 -0.5792 -0.7032 -0.37
N -0.6008 0.2079 -1.2786 -0.76
H -2.2658 0.9487 0.7913 0.31
H -2.8946 -0.6596 1.1488 0.35
H -1.2432 -0.3573 1.3754 0.26
H -1.5143 -1.6272 -0.8516 0.32
H -2.6101 -0.3542 -1.3562 0.35
H -0.6436 0.0434 -2.2780 0.25
H -0.7846 1.2004 -1.1662 0.23
```

Values from the calculation:
charge: +1
HOMO-LUMO gap: 11.1 eV
HOMO: -14.34 eV
E_LUMO: -3.224 eV



Run x
This record from OMol25 describes a 2-piece molecular cluster, C3H13N2 overall. The level of theory is ωB97M-V/def2-TZVPD.

```
18
Properties=species:S:1:pos:R:3:mulliken_charge:R:1
C -1.7189 1.0254 -1.1184 -0.85
N -0.4388 0.2104 -1.5927 -0.40
H -2.1364 1.5935 -2.0090 0.34
H -2.5649 0.4374 -0.7455 0.35
H -1.4414 1.7663 -0.3461 0.35
H 0.1996 0.8288 -2.0957 0.34
H -0.7593 -0.4741 -2.2762 0.35
H -0.0168 -0.3841 -0.6500 0.45
C 1.9194 -0.8760 0.4657 -0.86
N 0.4414 -0.8250 0.6391 -0.36
C -0.0543 0.1018 1.5999 -1.00
H 2.3320 -0.0485 -0.1656 0.27
H 2.4101 -0.7180 1.4850 0.34
H 2.3288 -1.8352 0.1718 0.34
H 0.0653 -1.7583 0.8426 0.28
H 0.4395 1.0745 1.5756 0.39
H 0.1963 -0.3317 2.6763 0.35
H -1.2018 0.2128 1.5432 0.31
```

Values from the calculation:
charge: +1
HOMO-LUMO gap: 11.1 eV
HOMO: -14.14 eV
E_LUMO: -3.062 eV



Energetically preferred structure: run w | next structure: +75.7 kJ/mol



Run w
This record from OMol25 describes a 2-piece molecular cluster, C3H13N2 overall. The level of theory is ωB97M-V/def2-TZVPD.

```
18
Properties=species:S:1:pos:R:3:mulliken_charge:R:1
C -1.0065 2.1078 -0.2477 -0.74
N -1.6089 0.8128 0.0954 -0.68
H -1.3834 2.4583 -1.2084 0.30
H -1.3509 2.8754 0.4492 0.33
H 0.0701 2.0753 -0.2400 0.21
H -2.2539 0.4781 -0.6095 0.28
H -2.1685 0.8873 0.9373 0.27
H -0.4645 -0.3652 0.2774 0.36
C 0.7371 -1.2754 -1.1776 -0.84
N 0.3240 -1.1424 0.2464 -0.09
C 1.4462 -0.8175 1.1706 -0.87
H 1.3654 -0.4084 -1.4116 0.36
H 1.4042 -2.1330 -1.2686 0.38
H -0.1440 -1.3405 -1.8059 0.31
H -0.0803 -2.0128 0.5886 0.37
H 2.2358 -1.5425 1.0459 0.38
H 1.0821 -0.8378 2.1999 0.35
H 1.7960 0.1805 0.9585 0.33
```

Values from the calculation:
charge: +1
HOMO-LUMO gap: 11.6 eV
HOMO: -14.52 eV
E_LUMO: -2.940 eV



Run x
This record from OMol25 describes a 2-piece molecular cluster, C3H13N2 overall. The level of theory is ωB97M-V/def2-TZVPD.

```
18
Properties=species:S:1:pos:R:3:mulliken_charge:R:1
C 0.8982 0.6129 -1.8618 -0.37
N 0.9432 -0.3320 -2.9658 -0.55
C 0.2457 -0.0330 -0.6527 -0.67
N -0.1268 1.0206 0.3703 -0.15
H 0.2880 1.4777 -2.1546 0.26
H 1.8838 0.9883 -1.5678 0.33
H 1.7875 -0.2226 -3.5138 0.25
H 0.9306 -1.2926 -2.6488 0.23
H 0.9061 -0.7270 -0.1469 0.38
H -0.6781 -0.5435 -0.9085 0.38
H -0.5046 0.5763 1.2213 0.00
H 0.6727 1.5922 0.6546 0.39
H -0.8439 1.6570 0.0147 0.42
C -1.2735 -0.9625 2.8230 -1.19
H -1.3848 0.1264 2.7404 0.31
H -1.7147 -1.2397 3.7683 0.33
H -0.2207 -1.2395 2.8175 0.32
H -1.8085 -1.4590 2.0105 0.31
```

Values from the calculation:
charge: +1
HOMO-LUMO gap: 9.8 eV
HOMO: -13.46 eV
E_LUMO: -3.628 eV



Energetically preferred structure: run w | next structure: +49.1 kJ/mol



Run w
This record from OMol25 describes one molecule with the formula C4HN3O. The level of theory is ωB97M-V/def2-TZVPD.

```
9
Properties=species:S:1:pos:R:3:mulliken_charge:R:1
C 1.0855 0.0277 -1.0278 0.38
C 0.1398 -1.2147 0.4366 0.01
C -0.4973 0.1170 0.4130 0.72
C -1.6172 0.5567 1.2407 0.12
H -0.1932 -2.0791 1.0344 0.40
N 1.0630 -1.3077 -0.4252 -0.42
N 0.0763 0.8720 -0.4507 -0.46
N -2.4899 0.7774 1.9687 -0.36
O 1.8728 0.3459 -1.8825 -0.39
```

Values from the calculation:
HOMO-LUMO gap: 8.9 eV
SMILES: N#CC1=NC(=O)N=C1
HOMO: -11.58 eV
E_LUMO: -2.678 eV



Run x
This record from OMol25 describes one molecule with the formula C4HN3O. The level of theory is ωB97M-V/def2-TZVPD.

```
9
Properties=species:S:1:pos:R:3:mulliken_charge:R:1
C 1.4875 -0.1591 -0.0174 0.41
C -0.0934 1.2383 -0.1511 0.06
C -0.6864 -0.1335 -0.3218 0.76
C -2.0549 -0.2943 -0.2100 -0.03
H -0.6509 2.2432 0.0292 0.35
N 1.1921 1.2192 0.0930 -0.36
N 0.2466 -0.9959 -0.3441 -0.42
N -3.1868 -0.2745 0.4809 -0.34
O 2.6212 -0.7241 0.3205 -0.43
```

Values from the calculation:
HOMO-LUMO gap: 8.6 eV
SMILES: N#CC1=NC(=O)N=C1
HOMO: -11.58 eV
E_LUMO: -2.970 eV



Energetically preferred structure: run w | next structure: +241.2 kJ/mol



Run w
This record from OMol25 describes an isolated ion of composition C2H9NOP and charge +1. The level of theory is ωB97M-V/def2-TZVPD.

```
14
Properties=species:S:1:pos:R:3:mulliken_charge:R:1
C 1.4232 2.0363 0.0713 -0.90
C -0.5328 -0.4127 -0.2521 -0.61
N -1.8363 0.2086 0.1023 -0.29
O 0.0144 0.8853 2.1705 -0.64
P 0.7329 0.5588 0.9517 0.56
H 0.9378 2.7007 -0.7093 0.36
H 1.7149 2.6469 0.9166 0.32
H 2.3637 1.5659 -0.4067 0.32
H -0.5691 -1.5028 -0.0348 0.38
H -0.2975 -0.2009 -1.2834 0.37
H -1.9486 1.0499 -0.3470 0.27
H -2.6822 -0.2499 -0.1971 0.35
H -1.9044 0.2050 1.1581 0.38
H 1.8434 -0.1392 1.2344 0.14
```

Values from the calculation:
charge: +1
HOMO-LUMO gap: 11.0 eV
SMILES: C[P@@H](=O)C[NH3+]
HOMO: -14.80 eV
E_LUMO: -3.808 eV



Run x
This record from OMol25 describes a 2-piece molecular cluster, C2H9NOP overall. The level of theory is ωB97M-V/def2-TZVPD.

```
14
Properties=species:S:1:pos:R:3:mulliken_charge:R:1
C -1.5725 -0.8832 0.3080 -0.80
C 0.7847 1.2671 0.4422 -0.33
N -1.3294 0.4150 -0.3437 -0.46
O 2.0370 -1.0753 0.0997 -0.39
P 2.1267 0.4705 -0.2653 0.33
H -1.7100 -0.8498 1.4383 0.32
H -2.2378 -1.5460 -0.1652 0.39
H -0.6521 -1.4307 0.2899 0.25
H 0.5720 2.2940 0.2389 0.34
H 0.4299 1.0207 1.4109 0.35
H -1.2437 0.4079 -1.3351 0.26
H -2.1237 0.9911 -0.3055 0.25
H 2.8021 -1.5187 -0.0537 0.33
H 2.1166 0.4374 -1.7594 0.16
```

Values from the calculation:
charge: +1
HOMO-LUMO gap: 8.0 eV
HOMO: -13.90 eV
E_LUMO: -5.908 eV



Energetically preferred structure: run w | next structure: +212.0 kJ/mol



Run w
This record from OMol25 describes a 2-piece molecular cluster, C8H9NO3S overall. The level of theory is ωB97M-V/def2-TZVPD.

```
22
Properties=species:S:1:pos:R:3:mulliken_charge:R:1
C 3.7504 -1.3865 0.4580 -0.43
C 4.0310 0.0017 0.4337 -0.47
C 2.4445 -1.8381 0.3621 -0.87
C 3.0041 0.9673 0.3901 -0.47
C 1.4544 -0.8575 0.4379 -0.37
C 1.6920 0.4846 0.3978 1.03
C -4.5158 0.3399 -1.6312 -0.83
C 0.5821 1.4587 0.2583 -0.54
N -0.6374 1.2346 0.1810 0.09
O -1.3736 0.2903 0.1816 -0.41
O -4.7779 0.9098 0.9567 -0.52
O -4.2257 -1.5554 0.3880 -0.51
S -4.0868 -0.1176 0.1947 0.91
H 4.5101 -1.9995 0.6378 0.52
H 5.1066 0.1292 0.5264 0.31
H 2.3101 -2.8492 0.3895 0.45
H 3.0835 2.0941 0.4323 0.25
H 0.4761 -1.0912 0.5319 0.68
H -3.8629 1.1062 -1.8138 0.30
H -4.2066 -0.5448 -2.2258 0.28
H -5.4923 0.6484 -1.6338 0.37
H 0.7340 2.5750 0.1469 0.24
```

Values from the calculation:
HOMO-LUMO gap (alpha / beta): 8.0 / 8.0 eV
HOMO (alpha / beta): -9.20 / -8.70 eV
E_LUMO (alpha / beta): -1.178 / -0.713 eV



Run x
This record from OMol25 describes one molecule with the formula C8H9NO3S. The level of theory is ωB97M-V/def2-TZVPD.

```
22
Properties=species:S:1:pos:R:3:mulliken_charge:R:1
C -3.3481 0.5367 -0.2092 -0.63
C -2.9187 -0.7144 -0.6520 -0.33
C -2.3667 1.5592 -0.1783 -0.36
C -1.5654 -1.0608 -0.8356 -0.40
C -1.0664 1.2283 -0.5470 -0.21
C -0.5872 -0.0477 -0.8063 1.01
C 3.2771 -0.6308 1.2661 -0.88
C 0.8592 -0.3024 -0.7459 -0.67
N 1.7535 0.6204 -1.2712 -0.10
O 2.9509 0.2944 -1.3181 -0.43
O 0.7516 -1.1122 1.9783 -0.60
O 1.3793 1.2010 1.7117 -0.58
S 1.5051 -0.1390 1.2652 1.17
H -4.3814 0.8413 -0.2036 0.36
H -3.6531 -1.5010 -0.8939 0.31
H -2.6095 2.5873 0.0757 0.38
H -1.3517 -2.1550 -1.1696 0.21
H -0.2449 2.1185 -0.4409 0.16
H 3.5428 -0.3410 0.1649 0.33
H 3.5822 0.0355 2.0761 0.38
H 3.4351 -1.6572 1.4854 0.33
H 1.0562 -1.3612 -0.7519 0.56
```

Values from the calculation:
HOMO-LUMO gap (alpha / beta): 8.0 / 8.0 eV
SMILES: CS(=O)(=O)[C@H](N=O)c1ccccc1
HOMO (alpha / beta): -9.31 / -9.31 eV
E_LUMO (alpha / beta): -1.350 / -1.350 eV



Energetically preferred structure: run x | next structure: +65.2 kJ/mol



Run w
This record from OMol25 describes CH4N4 as an isolated structure. The level of theory is ωB97M-V/def2-TZVPD.

```
9
Properties=species:S:1:pos:R:3:mulliken_charge:R:1
C -0.8922 -0.6804 0.0918 -0.15
N -0.7223 0.2042 1.0445 -0.05
N 0.0981 1.1212 1.0251 -0.25
N 0.7473 -0.1950 -0.8121 -0.46
N 0.9431 0.9822 -0.0586 0.00
H -0.9651 -1.6848 0.3946 0.20
H -1.7411 -0.7348 -0.5580 0.21
H 1.5172 -0.8982 -0.6727 0.25
H 1.0150 1.8857 -0.4546 0.25
```

Values from the calculation:
HOMO-LUMO gap: 9.6 eV
HOMO: -8.73 eV
E_LUMO: 0.906 eV



Run x
This record from OMol25 describes a 2-piece molecular cluster, CH4N4 overall. The level of theory is ωB97M-V/def2-TZVPD.

```
9
Properties=species:S:1:pos:R:3:mulliken_charge:R:1
N -0.8657 0.4961 0.3898 -0.45
C 0.4587 0.6789 0.1834 0.10
N -0.0789 -1.9789 -1.3421 -0.03
N -1.0912 -1.6490 -1.0663 0.03
N 1.2938 -0.1374 0.6610 -0.65
H -1.5336 1.2180 0.1584 0.17
H -1.1236 -0.2006 1.0659 0.29
H 2.2596 0.0347 0.4163 0.22
H 0.6811 1.5383 -0.4665 0.32
```

Values from the calculation:
HOMO-LUMO gap: 10.4 eV
SMILES: [H]/N=C/N.N#N
HOMO: -9.33 eV
E_LUMO: 1.102 eV



Run y
This record from OMol25 describes one molecule with the formula CH4N4. The level of theory is ωB97M-V/def2-TZVPD.

```
9
Properties=species:S:1:pos:R:3:mulliken_charge:R:1
N 1.0172 -0.7847 0.4867 -0.29
C -0.2262 -0.2606 0.6100 -0.07
N -0.3424 1.6061 -0.6032 0.00
N -0.4862 1.0645 0.5345 -0.17
N -0.6018 0.8914 -1.6505 -0.43
H -1.4126 0.2691 -1.5056 0.22
H 1.2297 -1.6633 0.9281 0.23
H 1.7004 -0.2809 -0.0591 0.25
H -0.8781 -0.8415 1.2591 0.26
```

Values from the calculation:
HOMO-LUMO gap (alpha / beta): 8.4 / 8.4 eV
SMILES: [H]/N=N\N=C/N
HOMO (alpha / beta): -8.23 / -8.23 eV
E_LUMO (alpha / beta): 0.153 / 0.153 eV



Energetically preferred structure: run x | next structure: +438.1 kJ/mol



Run w
This record from OMol25 describes a 2-piece molecular cluster, CH4FINP overall. The level of theory is ωB97M-V/def2-TZVPD.

```
9
Properties=species:S:1:pos:R:3:mulliken_charge:R:1
C 0.0099 0.1818 -0.2037 -0.61
N -0.4506 -1.0666 0.2514 -0.43
F -3.9860 -2.2393 -0.2868 -0.21
P -3.5579 -1.0906 0.7679 0.25
I -3.6588 -2.3649 2.8091 -0.03
H -0.0258 0.9940 0.5372 0.27
H 1.0714 0.0559 -0.4864 0.28
H -0.5340 0.4622 -1.1072 0.27
H -0.1869 -1.2227 1.2233 0.22
```

Values from the calculation:
HOMO-LUMO gap (alpha / beta): 8.8 / 7.8 eV
HOMO (alpha / beta): -9.80 / -8.11 eV
E_LUMO (alpha / beta): -0.986 / -0.288 eV



Run x
This record from OMol25 describes a 2-piece molecular cluster, CH4FINP overall. The level of theory is ωB97M-V/def2-TZVPD.

```
9
Properties=species:S:1:pos:R:3:mulliken_charge:R:1
C -0.4590 0.3191 -0.2289 -0.52
N -1.1091 -0.8273 0.2984 -0.22
F -0.9330 -2.3409 -1.8407 -0.30
P -1.4432 -2.2610 -0.2355 0.37
I -3.2735 0.5740 -2.8750 -0.02
H -0.7392 0.4602 -1.3223 0.13
H -0.8532 1.0940 0.4616 0.26
H 0.6809 0.2852 0.0525 0.26
H -2.6483 0.9093 -1.5653 0.05
```

Values from the calculation:
HOMO-LUMO gap: 9.9 eV
SMILES: C/N=P\F.I
HOMO: -10.10 eV
E_LUMO: -0.234 eV



Energetically preferred structure: run x | next structure: +136.3 kJ/mol



Run w
This record from OMol25 describes one molecule with the formula C4H10NO2. The level of theory is ωB97M-V/def2-TZVPD.

```
17
Properties=species:S:1:pos:R:3:mulliken_spin:R:1
C 0.7088 1.1833 1.5079 0.01
O 1.8108 1.9202 1.4076 0.83
C 0.4996 0.2826 0.2500 -0.01
C -0.8465 -0.4265 0.2813 0.01
C -0.9110 -1.6989 -0.5815 0.00
O -0.6477 -1.4354 -1.9763 0.00
N 0.7258 1.0308 -0.9624 0.00
H -0.1979 1.8192 1.6603 0.12
H 0.4607 0.5662 2.3953 0.04
H 1.2692 -0.4781 0.4624 0.01
H -1.5285 0.1888 -0.3298 0.00
H -1.3187 -0.6408 1.2380 0.00
H -1.9133 -2.1173 -0.5292 0.00
H -0.0613 -2.3407 -0.3239 0.00
H -0.3843 -0.5116 -2.0357 0.00
H 1.1634 0.7752 -1.8172 0.00
H 1.1710 1.8831 -0.6470 0.00
```

Values from the calculation:
HOMO-LUMO gap (alpha / beta): 10.5 / 7.6 eV
spin multiplicity: 2
HOMO (alpha / beta): -9.61 / -9.60 eV
E_LUMO (alpha / beta): 0.944 / -2.033 eV



Run x
This record from OMol25 describes one molecule with the formula C4H10NO2. The level of theory is ωB97M-V/def2-TZVPD.

```
17
Properties=species:S:1:pos:R:3:mulliken_spin:R:1
C -1.5754 0.5863 -0.3353 -0.03
O -1.1484 0.6259 -1.6675 0.85
C -0.4488 0.5913 0.8306 0.01
C 0.6485 -0.4264 0.5008 0.00
C 0.5039 -1.4204 -0.5812 0.03
O 1.7204 -1.7822 -1.2723 0.01
N -0.0443 2.0029 0.8220 0.00
H -2.1358 -0.4394 0.0192 0.04
H -2.3745 1.3995 0.0437 0.08
H -0.7706 0.2492 1.8209 0.00
H 1.1825 -1.1499 1.2811 0.00
H 1.6360 0.2062 0.3139 0.00
H -0.3411 -1.3245 -1.3744 0.00
H -0.0107 -2.3872 -0.2855 0.01
H 2.2719 -0.9601 -1.3563 0.00
H 0.0873 2.1927 -0.1376 0.00
H 0.7992 2.0362 1.3780 0.00
```

Values from the calculation:
HOMO-LUMO gap (alpha / beta): 10.5 / 7.6 eV
spin multiplicity: 2
HOMO (alpha / beta): -9.68 / -9.59 eV
E_LUMO (alpha / beta): 0.859 / -1.987 eV



Energetically preferred structure: run w | next structure: +155.1 kJ/mol